149
Properties=species:S:1:pos:R:3 method="wB97M-V/def2-TZVPD" smiles="CCOP(=O)(OCC)OCC.CCOP(=O)(OCC)OCC.CCOP(=O)(OCC)OCC.CCOP(=O)(OCC)OCC.O=S1(=O)CCCC1.O=S1(=O)CCCC1.O=S1(=O)CCCC1" lumo_ha=0.0059 homo_energy_ev=-9.910 de_lowest_kj_mol=0.0 gap_ev=10.0711 total_charge=0
C 34.06868 -5.74434 -0.90602
C 32.95356 -4.84388 -0.43955
O 31.97842 -4.72658 -1.48869
P 30.42446 -4.84144 -1.20769
O 30.11773 -5.44629 0.08733
O 29.84294 -3.39260 -1.36791
C 29.61482 -2.75517 -2.63404
C 30.89660 -2.19959 -3.20096
O 29.83688 -5.55562 -2.49143
C 30.00053 -6.96225 -2.67246
C 31.30726 -7.28374 -3.38973
H 34.96276 -5.62902 -0.29345
H 33.73869 -6.78432 -0.88659
H 34.36768 -5.53095 -1.93416
H 32.46025 -5.27472 0.43169
H 33.31800 -3.85346 -0.16326
H 29.12823 -3.41623 -3.34746
H 28.94007 -1.91899 -2.46189
H 30.67919 -1.60532 -4.09609
H 31.47629 -1.57138 -2.52977
H 31.53026 -2.95591 -3.67793
H 30.01588 -7.49997 -1.72229
H 29.15808 -7.30736 -3.26646
H 32.15974 -6.92995 -2.80280
H 31.46737 -8.35717 -3.47150
H 31.36558 -6.72429 -4.32364
C 20.48195 -5.97808 -0.09894
C 20.15526 -4.68347 -0.81738
O 20.86890 -4.66282 -2.07288
P 20.27157 -3.82647 -3.26841
O 19.12702 -4.44686 -3.93729
O 21.57139 -3.63716 -4.11125
C 21.63010 -2.62367 -5.13729
C 23.00707 -2.05217 -5.20265
O 19.94655 -2.37088 -2.72120
C 18.65560 -2.00032 -2.22047
C 18.76211 -1.43029 -0.81231
H 20.83678 -5.80271 0.92073
H 19.67660 -6.70333 -0.05766
H 21.37058 -6.40613 -0.56664
H 19.08179 -4.60978 -1.01956
H 20.43516 -3.77708 -0.28082
H 21.28334 -3.07438 -6.06906
H 20.88067 -1.85498 -4.92142
H 23.05548 -1.27505 -5.96651
H 23.34703 -1.62495 -4.26026
H 23.71593 -2.84066 -5.46333
H 18.32941 -1.21333 -2.90700
H 17.86783 -2.74537 -2.33868
H 19.78595 -1.08588 -0.66835
H 18.09582 -0.57294 -0.72887
H 18.51812 -2.14742 -0.03077
C 35.28149 7.99784 -2.55081
C 34.09369 8.24179 -3.44208
O 33.48488 6.95358 -3.66545
P 32.18783 6.86623 -4.56300
O 31.47507 8.12515 -4.79181
O 31.35673 5.76869 -3.81701
C 29.96845 5.61592 -4.25628
C 29.76076 4.11445 -4.40714
O 32.66938 6.10594 -5.85125
C 32.85382 6.70496 -7.13323
C 34.02311 6.00788 -7.80183
H 34.98877 7.77560 -1.52614
H 35.75569 7.08525 -2.92630
H 36.05543 8.76163 -2.57192
H 33.36934 8.92817 -3.00175
H 34.36441 8.68519 -4.40278
H 29.46524 5.92977 -3.34003
H 29.64500 6.22438 -5.09444
H 30.02171 3.66087 -3.45642
H 28.77770 3.95819 -4.85432
H 30.46876 3.74642 -5.15499
H 31.93767 6.62897 -7.72217
H 33.04411 7.77377 -7.00838
H 34.45794 6.58642 -8.61701
H 34.78879 5.85443 -7.03933
H 33.76554 5.02675 -8.20364
C 31.32025 2.76575 -7.71331
C 32.11919 1.98160 -8.70589
O 32.94410 2.94391 -9.43574
P 33.79374 2.38518 -10.63808
O 33.07094 1.48651 -11.53488
O 34.39098 3.67143 -11.31671
C 33.56412 4.66131 -11.95503
C 33.43782 4.39637 -13.44274
O 35.07016 1.76595 -9.93757
C 36.23221 1.44436 -10.70540
C 36.01735 0.25594 -11.61148
H 30.67587 2.11474 -7.12095
H 31.99182 3.18972 -6.95687
H 30.83439 3.63919 -8.14494
H 32.83799 1.32855 -8.20066
H 31.58495 1.35116 -9.41488
H 32.58747 4.72431 -11.47631
H 34.12915 5.58413 -11.83251
H 34.42945 4.25996 -13.87313
H 32.87283 3.49319 -13.66861
H 32.93331 5.26907 -13.86068
H 36.57862 2.29021 -11.30365
H 37.03351 1.26925 -9.98915
H 35.30976 -0.46778 -11.21357
H 35.62008 0.58639 -12.57440
H 36.96640 -0.22554 -11.85167
O 26.03223 -5.07728 -10.66557
S 26.70451 -5.74826 -9.58577
O 27.10372 -7.12433 -9.76783
C 28.10863 -4.72597 -9.08334
C 27.98054 -4.61344 -7.57548
C 26.48389 -4.45905 -7.28827
C 25.83312 -5.62794 -8.00561
H 27.90955 -3.75623 -9.54207
H 28.97489 -5.16744 -9.57043
H 28.33212 -5.52821 -7.08891
H 28.58121 -3.78917 -7.19185
H 26.08612 -3.48012 -7.55563
H 26.31746 -4.51506 -6.21044
H 24.76718 -5.56497 -8.20320
H 26.13311 -6.55657 -7.52201
O 28.44289 -0.85152 -4.79210
S 27.11700 -0.49069 -5.21969
O 26.37225 -1.44423 -6.00398
C 26.00405 0.03040 -3.84337
C 26.25809 1.52364 -3.78574
C 26.12438 1.98604 -5.23584
C 27.07502 1.12197 -6.01358
H 26.34399 -0.56996 -3.00240
H 25.05081 -0.27955 -4.26117
H 25.59871 2.06158 -3.10757
H 27.29559 1.63899 -3.45303
H 26.31472 3.04169 -5.44764
H 25.05114 1.94213 -5.45753
H 28.08075 1.54197 -5.92722
H 26.89088 1.00399 -7.07955
O 25.01578 4.37392 -8.11493
S 25.54523 5.55070 -7.46910
O 26.87028 5.51975 -6.92946
C 25.34810 7.00006 -8.54679
C 24.20815 7.79232 -7.89452
C 24.34177 7.56130 -6.39407
C 24.34406 6.06041 -6.19141
H 25.14499 6.61473 -9.54021
H 26.28085 7.55193 -8.45924
H 24.29541 8.85883 -8.11113
H 23.22808 7.50477 -8.27554
H 23.48553 7.98468 -5.85481
H 25.18488 8.08280 -5.94213
H 23.46468 5.49900 -6.49061
H 24.78341 5.76009 -5.24349

=====

13
Properties=species:S:1:pos:R:3 method="wB97M-V/def2-TZVPD" lumo_ha="-0.0086 / -0.0302" homo_energy_ev="-8.878 / -9.454" de_lowest_kj_mol=487.3 gap_ev="8.6431 / 8.6317" total_charge=0
B -0.49900 -1.20443 0.06463
C -1.28012 1.70537 0.56294
C 0.01107 0.32077 -0.06173
C 1.27332 0.90566 -0.42585
O -1.71374 -1.38267 0.46467
O 0.21774 -2.33289 -0.05512
Cl 2.86743 0.07151 0.29623
H -0.94096 2.68491 0.39946
H -2.18455 1.38693 0.30938
H 1.40840 0.57266 -1.44900
H 1.65562 1.88145 -0.47690
H -1.93128 -2.36661 0.50156
H 1.11605 -2.24267 -0.13027

=====

246
Properties=species:S:1:pos:R:3 method="wB97M-V/def2-TZVPD" lumo_ha=0.0211 homo_energy_ev=-8.495 de_lowest_kj_mol=0.0 gap_ev=9.0696 total_charge=0
C 1.41396 2.46902 -0.56912
O 0.16775 2.45339 -1.24039
H 2.18347 2.92587 -1.15344
H 1.31154 3.10720 0.32185
H 1.64415 1.44169 -0.17403
H -0.22590 1.59482 -0.95533
C 3.05292 -5.82489 0.74700
O 2.31433 -4.76819 1.26216
H 3.91236 -5.43519 0.16344
H 3.51400 -6.40680 1.56902
H 2.38240 -6.56949 0.21541
H 2.39880 -3.94105 0.82333
C 0.36193 3.81454 5.18257
O 0.49706 2.92006 4.11372
H -0.74486 3.94536 5.34555
H 0.76427 3.36535 6.08611
H 0.81170 4.76752 4.88599
H 0.71231 3.54191 3.38209
C 3.26162 0.76079 4.65013
O 3.68343 -0.01248 3.52008
H 4.12648 1.14225 5.13380
H 2.76616 1.68101 4.30204
H 2.61342 0.24314 5.37157
H 3.71732 -0.95760 3.75437
C -2.18913 0.38138 0.14458
O -0.82044 -0.01307 -0.25276
H -2.55032 1.14882 -0.47330
H -2.83093 -0.51908 0.04663
H -2.17727 0.73351 1.21433
H -0.72313 -1.01186 -0.58585
C -0.47701 0.04367 3.25781
O -1.76668 0.63046 3.41339
C -2.18068 1.00497 4.71015
C -3.54295 1.77750 4.60773
N -3.41736 2.81724 3.54397
C -4.63814 3.55858 3.08923
C -5.50658 2.77266 2.13325
O -4.75137 2.52512 0.90159
C -5.26152 1.38764 0.19095
H -0.38146 -0.99592 3.46388
H 0.21638 0.55785 3.96098
H -0.14628 0.24876 2.24450
H -1.34466 1.61399 5.07370
H -2.30808 0.13020 5.38691
H -3.68234 2.24543 5.60818
H -4.32917 1.07523 4.39494
H -3.04170 2.46809 2.73204
H -4.36199 4.45753 2.56883
H -5.21057 3.80539 3.99275
H -6.37884 3.38401 1.79724
H -5.79827 1.83879 2.55439
H -5.08282 0.46293 0.75942
H -4.79733 1.43246 -0.78490
H -6.35026 1.40896 -0.04246
C 2.71254 4.67011 -5.41529
O 1.34980 4.60553 -5.77718
C 0.46967 4.03936 -4.80591
C -0.93893 4.12974 -5.45189
N -0.99876 3.46335 -6.75577
C -2.33082 3.66499 -7.44216
C -3.58187 2.96901 -6.94739
O -4.08092 3.75384 -5.91841
C -5.34669 3.39484 -5.31973
H 3.11109 3.69141 -5.27766
H 2.82208 5.24491 -4.49191
H 3.33299 5.21349 -6.13901
H 0.45477 4.65191 -3.82909
H 0.79555 3.03988 -4.52045
H -1.26076 5.22433 -5.53199
H -1.66926 3.68127 -4.81801
H -0.20656 3.71199 -7.31724
H -2.28066 3.33533 -8.52933
H -2.64756 4.70951 -7.49746
H -3.42883 1.93285 -6.64185
H -4.32327 2.92380 -7.72473
H -6.12125 3.54423 -6.05876
H -5.50230 4.18468 -4.55451
H -5.46584 2.35521 -5.00727
C 7.01600 -1.02574 4.01517
O 7.83883 -0.10400 3.38859
C 7.27516 1.21445 3.40899
C 8.26728 2.24064 2.76104
N 8.01691 2.48448 1.36976
C 8.50979 1.39792 0.51660
C 7.73418 1.44920 -0.81454
O 7.93119 0.20500 -1.50378
C 7.04002 0.06144 -2.63791
H 6.86223 -0.72621 5.06564
H 7.49455 -1.97099 4.11062
H 6.04832 -1.20248 3.58672
H 7.14277 1.51821 4.48618
H 6.32480 1.33710 2.97190
H 9.24960 1.94550 3.07921
H 8.07126 3.22398 3.18481
H 8.49178 3.40129 1.04594
H 8.18751 0.43645 0.96720
H 9.61199 1.37068 0.49068
H 8.00020 2.37992 -1.45000
H 6.73302 1.56243 -0.43457
H 6.71645 -1.04629 -2.70391
H 7.41626 0.38292 -3.62637
H 6.09802 0.55030 -2.47597
C 2.96813 0.69146 -4.19151
O 2.10433 -0.16314 -4.91030
C 1.05233 0.56332 -5.56692
C 0.45782 -0.32395 -6.66103
N -0.85043 0.24184 -7.14665
C -1.12820 -0.00365 -8.60267
C -1.94893 -1.31678 -8.68051
O -1.97526 -1.72213 -10.04325
C -2.35401 -3.06595 -10.17051
H 2.60083 1.66754 -3.93102
H 3.89807 0.69781 -4.70202
H 3.28487 0.20381 -3.22169
H 1.43334 1.46480 -6.10841
H 0.26932 0.76107 -4.81611
H 0.27653 -1.31620 -6.25895
H 1.10176 -0.35570 -7.50127
H -0.86363 1.25079 -7.00007
H -0.13975 -0.10862 -9.20238
H -1.60902 0.88309 -9.08291
H -2.94027 -1.17102 -8.23217
H -1.42906 -2.01951 -8.06144
H -2.38771 -3.33639 -11.22039
H -3.35815 -3.27885 -9.74928
H -1.73316 -3.83221 -9.75636
C -6.26194 -1.33992 2.88587
O -6.36544 -2.62823 2.23238
C -5.28235 -3.49008 2.57273
C -5.35900 -4.76046 1.74080
N -5.18402 -4.45256 0.36404
C -5.58199 -5.47954 -0.64872
C -7.08497 -5.26525 -0.94082
O -7.29952 -3.95301 -1.28532
C -8.65298 -3.68661 -1.40598
H -6.32172 -1.46255 3.98519
H -7.07388 -0.72101 2.54636
H -5.32935 -0.81185 2.63676
H -5.34583 -3.86717 3.63009
H -4.33439 -3.03768 2.44085
H -6.34868 -5.21603 2.05465
H -4.61578 -5.42172 2.16082
H -5.63519 -3.55464 0.18696
H -5.47266 -6.42620 -0.14756
H -4.92580 -5.35550 -1.50281
H -7.62776 -5.46884 -0.04009
H -7.46286 -5.84537 -1.78140
H -8.80213 -2.64325 -1.66479
H -9.13326 -3.91408 -0.43211
H -9.12388 -4.27725 -2.17024
C -6.46544 -3.64398 -4.34707
O -5.28126 -3.90820 -3.64362
C -4.85541 -2.82901 -2.79317
C -3.45568 -3.14093 -2.30182
N -2.44590 -3.52270 -3.31227
C -2.25021 -2.66573 -4.44867
C -1.73507 -1.31294 -4.15960
O -2.73947 -0.55604 -3.55948
C -2.50414 0.80192 -3.60629
H -7.14164 -4.52174 -4.28531
H -6.24970 -3.48926 -5.40127
H -7.19805 -2.81350 -4.07593
H -5.58226 -2.76844 -1.98985
H -4.81181 -1.86976 -3.39801
H -3.48699 -3.92698 -1.53827
H -3.12023 -2.21331 -1.67499
H -2.71234 -4.47502 -3.52509
H -3.05222 -2.60057 -5.17460
H -1.43944 -3.16173 -5.01446
H -1.42144 -0.87236 -5.17324
H -0.93050 -1.36699 -3.52588
H -2.35482 1.23260 -4.63324
H -1.53742 0.98844 -3.07851
H -3.40261 1.23357 -3.21536
C -1.46732 -4.85145 2.62162
O -1.55380 -3.41954 2.60123
C -1.58873 -2.97593 1.18886
C -0.27166 -3.11099 0.54901
N -0.34428 -2.45511 -0.79079
C 0.96126 -2.43799 -1.41874
C 1.97804 -1.57803 -0.73681
O 2.82580 -2.32697 0.08081
C 3.46707 -1.47202 1.04533
H -0.39351 -5.21218 2.67737
H -1.93427 -5.28523 1.74508
H -1.96353 -5.23128 3.51385
H -1.80308 -1.95759 1.22952
H -2.44821 -3.52141 0.74867
H 0.04775 -4.12275 0.38621
H 0.51919 -2.62386 1.19648
H -0.80456 -3.09491 -1.35607
H 0.86069 -2.09758 -2.42520
H 1.36907 -3.45418 -1.48627
H 1.41287 -0.80988 -0.18814
H 2.59431 -1.06673 -1.41079
H 2.74875 -1.17847 1.82171
H 3.88485 -0.54190 0.58330
H 4.30861 -1.95171 1.53373
C 4.84096 3.92892 1.03925
O 3.81204 4.77189 1.32488
C 3.55302 4.86874 2.72087
C 2.40886 5.82398 2.86918
N 1.15099 5.17949 2.44349
C -0.04576 5.97455 2.67578
C -1.18811 5.41559 1.79851
O -0.65248 5.24043 0.52077
C -1.68949 5.14540 -0.45882
H 5.70274 4.06875 1.65183
H 5.19336 4.14077 -0.01359
H 4.54297 2.88472 1.16858
H 4.51814 5.22295 3.15606
H 3.18977 3.90600 3.21460
H 2.57360 6.72255 2.23233
H 2.38502 6.23054 3.90082
H 1.25048 4.96169 1.42877
H 0.10524 7.01481 2.38978
H -0.25623 6.07929 3.72750
H -1.98233 6.22376 1.93746
H -1.54918 4.44027 2.21114
H -1.22603 4.62580 -1.30307
H -2.08558 6.12694 -0.75810
H -2.45195 4.42529 -0.08160
C 5.09986 -1.18489 11.68373
O 5.36122 -0.96844 10.33722
C 4.51195 -1.76131 9.54996
C 5.28249 -1.97592 8.19895
N 4.39198 -2.61934 7.28016
C 5.03691 -3.11462 6.07218
C 4.09806 -3.71398 5.06373
O 3.14164 -2.73905 4.64763
C 2.00245 -3.19868 3.98057
H 4.27638 -0.57614 12.07471
H 6.01705 -0.82881 12.23325
H 4.71627 -2.13077 11.97031
H 3.63536 -1.19492 9.30236
H 4.17587 -2.67419 9.92116
H 6.11974 -2.69137 8.27248
H 5.70362 -1.04243 7.80289
H 3.66066 -1.98809 7.04664
H 5.78350 -3.91446 6.27313
H 5.63969 -2.41548 5.60286
H 3.53408 -4.50877 5.52900
H 4.58600 -4.19232 4.18793
H 1.69667 -4.25695 4.21569
H 2.13778 -3.21656 2.89773
H 1.20303 -2.51909 4.20654

=====

57
Properties=species:S:1:pos:R:3 method="wB97M-V/def2-TZVPD" lumo_ha="-0.0237 / -0.0231" homo_energy_ev="-5.192 / -4.558" de_lowest_kj_mol=53.3 spin_multiplicity=5 gap_ev="4.5481 / 3.9290" total_charge=0
P -2.71662 -0.66538 -5.07786
P 0.91099 -2.55886 -4.95992
C -1.41998 -1.19401 -6.25757
C -0.62468 -2.49375 -5.97205
H -0.75063 -0.34521 -6.47089
H -1.99428 -1.34931 -7.18636
H -1.29440 -3.27659 -5.58817
H -0.29820 -2.86346 -6.96082
C 2.23919 -1.94910 -6.04130
H 3.15967 -1.87852 -5.44460
H 2.00517 -0.95612 -6.44803
H 2.39702 -2.65142 -6.86889
C 1.29540 -4.31914 -4.79952
H 1.77456 -4.66260 -5.72737
H 0.38027 -4.89994 -4.62432
H 1.99223 -4.46435 -3.96314
C -3.40611 0.89710 -5.64095
H -3.89300 1.40294 -4.79341
H -4.15683 0.70269 -6.41948
H -2.61635 1.54071 -6.05420
C -4.02965 -1.89372 -4.99133
H -3.63407 -2.91080 -4.84883
H -4.59694 -1.87495 -5.93445
H -4.71782 -1.64242 -4.16942
Fe -1.07718 -1.20235 0.98198
C 1.30510 -1.77175 -3.39086
C 1.85385 -0.42561 -3.51550
C 1.16144 0.57018 -4.28075
C 0.17850 1.38451 -3.37183
C -1.19389 0.96916 -3.53773
C -1.85941 -0.33358 -3.53835
C -1.31335 -1.68466 -2.91559
C 0.09668 -1.76295 -2.37328
C -2.29514 0.44012 1.23698
H 2.10278 -2.40090 -2.94519
H 2.62106 -0.12219 -2.80805
H 0.52892 0.11585 -5.07162
H 1.85955 1.25571 -4.79096
H 0.52959 1.40161 -2.32551
H 0.22794 2.43222 -3.71507
H -1.89674 1.80332 -3.44200
H -2.77811 -0.10589 -2.93710
H -1.52459 -2.55216 -3.58165
H -1.98751 -1.86416 -2.04612
H 0.27236 -0.95562 -1.64183
H 0.17052 -2.71014 -1.81296
H -2.32676 0.72722 2.30541
H -3.30038 0.13843 0.88421
H -1.93121 1.29188 0.62949
F 2.62462 2.25923 1.72556
C 1.92171 1.15185 2.07365
F 2.62639 0.45963 3.00271
F 0.74332 1.53428 2.61904
S 1.59007 0.10038 0.55708
O 0.68169 0.93678 -0.22365
O 2.89875 -0.13949 -0.01221
O 0.93114 -1.11702 1.11353